# 1
Entry from OMol25: a structure of composition C5H8O at a distorted geometry (wB97M-V/def2-TZVPD).

XYZ file:
```
14
Properties=species:S:1:pos:R:3:forces:R:3
H -0.86229 1.61417 -0.35616 -0.1 -1.2 1.3
H 0.06397 -0.07489 2.26859 1.0 1.2 -2.5
C -0.64067 0.64441 0.19586 4.7 -1.6 -3.5
H 0.45518 1.55097 1.76601 0.9 2.7 1.0
O 1.56756 0.20602 0.64229 0.4 0.5 1.4
H -1.64919 -1.13275 -0.81647 0.1 1.1 1.5
C -1.63376 -0.51278 0.15580 1.2 -0.8 -0.1
H 2.60704 -0.82296 -1.68828 -0.8 0.3 0.4
H -1.42591 -1.20327 1.06481 -0.7 1.1 -1.7
C 1.03610 0.12225 -0.58513 -3.4 -0.4 -0.1
H -2.51864 0.06611 0.23256 -1.7 -0.5 0.3
C 0.39679 0.63230 1.32422 -2.0 -2.8 1.7
C 1.55180 -0.46747 -1.65889 1.8 0.4 1.7
H 1.05203 -0.62212 -2.54522 -1.4 0.0 -1.7
```
Forces are in eV/Å.

Properties
E, a.u.: -270.41151
Total charge: 0
F_max, eV Å⁻¹: 6.07
Relative energy (zero: lowest compared OMol25 entry of this formula, charge and spin), kcal per mole: 91.9
Molar mass, Da: 84.1
Kohn-Sham gap, hartree: 0.356



# 2
Entry from OMol25: a cluster of 2 separate species, C5H11NO in total at a distorted geometry (wB97M-V/def2-TZVPD).

XYZ file:
```
18
Properties=species:S:1:pos:R:3:forces:R:3
H -2.06337 0.44396 -0.68678 0.0 -0.4 -0.1
C -0.68445 -0.69577 1.37612 -0.2 -0.1 0.2
C -0.31206 -0.97292 -0.03179 0.0 -0.6 0.0
H 0.28155 -1.95184 -0.14202 1.1 1.4 0.4
H -1.71729 -0.71399 1.71560 0.1 0.1 -0.1
O -2.15055 -0.24106 -1.38482 -0.3 -0.6 0.5
H 0.89165 1.77093 1.54432 0.0 -0.1 -0.1
H 1.74183 0.28798 1.07371 0.0 0.1 0.0
C -1.22687 -1.19838 -1.13338 0.1 -0.9 0.1
H 1.60017 0.97280 -1.33917 0.0 0.1 0.1
N -0.27237 0.39038 0.50588 0.4 -0.2 -0.2
C 1.48402 1.71046 -0.53752 0.1 0.0 0.0
H 0.04514 -1.03256 2.11899 -0.2 0.0 -0.1
H -0.88446 -2.76515 -0.52978 -1.9 0.9 -0.5
H 0.76386 2.46450 -0.87208 0.1 -0.1 0.1
C 1.00651 1.03558 0.73853 0.2 0.0 0.1
H -0.95319 -1.70319 -2.03878 0.5 0.3 -0.3
H 2.44988 2.19828 -0.37700 -0.1 -0.1 0.0
```
Forces are in eV/Å.

Properties
E, a.u.: -326.91200
Total charge: 0
F_max, eV Å⁻¹: 2.14
Relative energy (zero: lowest compared OMol25 entry of this formula, charge and spin), kcal per mole: 137.6
Molar mass, Da: 101.1
Kohn-Sham gap, hartree: 0.329



Number 1: LUMO energy 1.041 eV, HOMO level -8.6 eV. Number 2: LUMO energy 0.791 eV, HOMO level -8.2 eV.